1.
# C25H104FN2O46PS

A 40-piece molecular cluster, C25H104FN2O46PS overall (ωB97M-V/def2-TZVPD, the OMol25 dataset).

The highest occupied orbital energy comes out at -9.0 eV. As for the frontier orbital gap: 8.1 eV.

The geometry in XYZ format:
```
180
Properties=species:S:1:pos:R:3:mulliken_charge:R:1
H 0.856 0.016 -7.578 0.2661
C 3.210 1.182 -1.422 1.0883
H -2.604 4.290 -0.699 0.2654
N 2.216 -6.084 -3.906 -0.5927
O 7.910 -2.037 9.327 -0.6450
O 0.312 -0.760 -7.752 -0.5526
C 2.020 2.361 -3.187 -1.3205
H 3.555 -5.734 0.496 0.3511
C -6.048 -1.633 0.245 0.7591
H 5.595 2.449 -2.167 0.2697
H -2.163 3.788 -2.063 0.2431
H -6.348 8.222 0.399 0.2928
H -0.490 -10.463 4.922 0.2975
O -2.229 -0.662 -6.251 -0.4667
H 3.216 -7.865 -0.606 0.3136
H 2.531 4.355 -0.497 0.6846
H 2.820 0.638 -10.291 0.2859
C 2.458 -1.290 -2.655 0.1468
O -8.687 0.471 -1.649 -0.5160
O 6.682 3.883 4.494 -0.5074
O 1.588 -7.982 4.434 -0.6497
H 0.238 0.137 -1.531 0.1945
C 3.078 -1.346 -1.406 0.3924
C 0.929 -2.182 -4.445 -1.8030
H -0.526 -1.258 7.625 0.2920
H -1.375 -5.675 -3.707 0.2588
H 2.004 0.386 4.141 0.2919
H 7.372 3.209 4.493 0.2592
O -1.873 4.336 -1.327 -0.5058
H -3.190 -0.580 -6.267 0.2078
H 1.577 2.346 -4.169 0.6404
H 7.145 4.693 4.728 0.2508
C 1.523 -5.325 -3.391 0.5686
H 2.851 7.466 7.371 0.2887
H 1.321 -0.276 5.328 0.3847
H -7.920 -1.630 -2.706 0.3275
O 2.898 7.724 6.447 -0.6213
H -6.106 0.768 5.779 0.3264
O -4.502 5.228 -0.611 -0.5321
H -2.919 -2.899 -3.910 0.5536
O -7.986 -2.586 -2.591 -0.6349
H 2.276 -8.116 3.772 0.3341
O 0.151 -10.454 4.204 -0.6348
H 1.619 8.327 0.674 0.2740
O 2.646 -9.184 1.933 -0.5771
O 2.152 -5.038 4.331 -0.5322
C 3.854 -0.110 -1.010 -1.0669
O 1.328 0.537 4.810 -0.6348
H -4.254 0.569 1.655 0.2494
O -11.191 0.150 -3.434 -0.6425
H -5.333 -1.500 -2.691 0.0664
H -8.063 0.056 -1.037 0.3299
O -1.537 2.404 -6.592 -0.6549
H -7.689 0.153 1.874 0.2955
H 1.011 -5.262 -0.664 0.6967
H -5.889 -2.604 -4.544 0.3540
H -3.330 -1.201 -3.891 0.5318
H -7.188 7.018 0.791 0.2907
H 6.958 -2.045 9.180 0.3335
H -0.992 -2.092 -5.343 0.8246
H 7.934 2.224 1.545 0.3415
H 1.515 4.398 -2.714 0.6744
H 3.087 -5.227 4.454 0.2832
H 6.317 3.118 -3.334 0.2620
H 1.365 -2.915 -5.133 0.3977
H -4.583 -0.556 -1.376 -0.1670
H -1.546 1.572 -6.102 0.3324
H 5.189 5.345 -2.563 0.3124
O -7.941 0.733 2.600 -0.6193
C -0.592 -2.430 -4.387 -0.7132
C 2.945 -2.456 -0.558 1.1495
H 5.371 3.753 2.558 0.2431
H 3.793 4.410 5.914 0.3047
H 6.847 1.193 1.307 0.2850
H 8.143 -1.104 9.342 0.3095
O 0.157 -1.032 6.988 -0.6346
O 1.259 8.553 -0.189 -0.6066
H -2.704 -6.397 -3.916 0.2652
H -0.105 5.650 -0.782 0.2374
H -6.077 2.987 1.884 0.3183
H 1.464 9.488 -0.281 0.2963
O 4.724 1.612 4.091 -0.5541
H -6.864 -0.445 6.297 0.3074
O 6.889 0.581 5.919 -0.6295
H 8.007 -2.587 7.001 0.3315
P 3.774 -2.441 1.078 0.9989
O -2.324 -5.527 -3.760 -0.5397
H -4.928 2.604 0.112 0.2542
H -8.443 1.402 -1.648 0.2508
O -5.577 -2.324 -0.801 -0.4628
O -6.424 7.272 0.264 -0.5533
H -5.935 -3.009 -5.999 0.2832
O -5.366 -2.578 -5.353 -0.5532
H 2.226 -9.997 2.240 0.2950
C 2.152 -3.520 -1.033 0.3610
H 7.461 -1.441 6.156 0.3325
H -10.372 -0.107 -2.993 0.3519
H 3.587 -9.351 2.057 0.3074
H -11.095 1.096 -3.568 0.2850
H 1.709 -5.821 4.684 0.2785
O 2.096 0.328 -9.739 -0.5637
H -7.173 -2.845 -2.141 0.3337
H 5.481 1.874 3.553 0.1763
H 0.310 -0.091 7.128 0.3084
H -0.928 2.245 -7.320 0.3050
H 3.390 7.005 6.022 0.3818
H 5.209 3.546 1.061 0.3749
H -3.398 1.124 0.531 0.2890
H -9.189 4.019 3.617 0.3051
H 3.054 11.645 0.759 0.2907
H -7.787 4.184 3.040 0.3177
H 5.421 6.827 -2.293 0.2998
H 6.411 0.776 6.730 0.2991
H -0.218 -9.835 3.564 0.3372
S 3.393 -0.834 2.113 -0.3933
C -4.775 -1.553 -1.761 0.0355
H 2.633 -3.463 2.516 0.2509
C 2.629 1.231 -2.689 1.1926
O -6.448 3.630 1.269 -0.7469
O 4.784 6.214 -2.669 -0.5933
C -1.314 -1.639 -3.291 -0.1710
H -5.451 -3.260 1.464 0.3748
O 2.941 10.729 1.034 -0.5799
H -1.954 -0.488 -7.160 0.2243
H 1.815 -0.497 -10.145 0.3073
C 3.165 2.315 -0.635 0.5511
H 1.894 -7.159 -1.473 0.2646
H 1.605 -4.568 0.797 0.5758
O 0.737 -4.512 -2.732 -0.5820
H 5.614 -2.349 -0.011 0.4614
H -5.414 1.554 -0.875 0.1754
H -0.885 -1.814 -2.303 0.3258
H -5.401 5.104 -0.931 0.2921
H 0.956 -1.450 -7.935 0.2490
H -3.626 -3.319 -1.809 0.3358
C -2.833 -1.985 -3.326 -0.9035
C 2.709 -0.032 -3.474 -0.6930
O 2.978 -0.045 -4.645 -0.6292
H 6.365 1.016 5.231 0.3494
O 5.596 3.245 -2.709 -0.5842
H -0.839 -3.488 -4.337 0.0654
O 7.769 1.276 1.577 -0.6460
H 1.619 -8.773 4.981 0.3166
C 1.636 -2.315 -3.125 0.8385
H -4.381 6.183 -0.628 0.2360
H -2.785 -1.852 -1.150 0.5536
H 4.636 5.019 4.809 0.3313
O -6.643 -0.589 0.125 -0.1901
C 2.438 -7.111 -0.536 -1.0089
H 1.092 -1.216 -4.898 0.5591
N 2.983 -5.758 -0.336 -0.3129
O -3.419 0.424 1.196 -0.5324
H 4.445 0.777 3.688 0.2937
O 4.924 -0.159 -0.463 -0.6543
O -6.379 -0.123 5.532 -0.6342
C 1.887 -4.790 -0.231 -1.7112
H -5.112 -1.656 2.172 0.2306
H -7.622 0.267 3.383 0.3365
H 1.750 -7.352 0.280 0.3363
C -5.824 -2.251 1.611 -1.1918
H 3.532 10.630 1.787 0.2956
O -8.260 4.030 3.869 -0.6071
O 7.297 -2.365 6.390 -0.6422
C -3.427 -2.257 -1.928 -1.0114
H -5.802 4.352 1.261 0.3760
O 5.756 3.997 1.711 -0.6625
O 0.654 5.893 -1.324 -0.4666
C 1.979 3.492 -2.369 -0.7561
H -6.794 -2.276 2.100 0.3724
O 5.351 -2.625 0.877 -0.6294
C 1.544 -3.420 -2.275 0.0360
O 3.883 5.205 5.379 -0.6677
C 2.550 3.470 -1.114 -1.0527
H -0.009 1.615 -1.264 0.2355
H 0.745 6.848 -1.200 0.2771
O -0.466 0.789 -1.463 -0.4714
O -4.780 2.276 -0.782 -0.5333
O 3.417 -3.702 1.996 -0.3596
H -1.246 -0.573 -3.509 0.1931
F 3.705 2.320 0.577 -0.2933
```



2.
# C25H11Cl3N4O13V

C25H11Cl3N4O13V as an isolated structure (ωB97M-V/def2-TZVPD, the OMol25 dataset).

Its energy above the lowest of the compared OMol25 structures with the same formula, charge and spin is 37.4 kcal/mol. As for the multiplicity: 2. The highest occupied orbital energy (spin up / spin down) comes out at -9.8 / -9.8 eV. As for the frontier orbital gap (spin up / spin down): 7.9 / 8.3 eV.

The geometry in XYZ format:
```
57
Properties=species:S:1:pos:R:3:mulliken_spin:R:1
Cl -5.949 0.661 0.692 0.0002
O -5.681 1.833 -2.016 0.0000
C 1.602 -2.429 3.399 0.0042
C -1.189 0.964 -1.630 0.0028
O 4.984 -3.550 5.392 0.0008
C -3.475 -1.521 4.899 0.0000
C 1.180 -2.106 -2.846 0.0062
O -3.808 1.897 -3.186 -0.0001
O -1.287 1.303 -2.790 0.0022
C -1.406 -4.794 -3.121 -0.0034
N 5.157 -2.833 4.426 -0.0004
H -5.271 -2.518 4.279 0.0000
C -4.467 -1.854 3.990 -0.0001
C -4.329 0.552 0.223 -0.0028
C 4.105 -1.514 2.634 -0.0031
Cl -1.852 -6.053 -4.209 -0.0005
H -5.183 -1.638 1.981 0.0000
N 0.327 -2.999 3.825 -0.0005
O -0.373 -1.760 -0.522 -0.0223
H 5.082 -1.161 2.335 -0.0001
C -0.684 -2.768 -1.345 0.0072
V 0.519 -0.493 0.058 0.8744
C 2.989 -1.078 1.949 -0.0039
C 3.969 -2.385 3.698 0.0057
C -2.401 -0.160 3.235 0.0006
C 2.724 -2.835 4.087 -0.0022
C -1.762 -3.624 -1.059 -0.0016
N -2.153 0.184 0.423 0.0105
H -2.857 1.652 -3.121 -0.0001
C -2.441 -0.681 4.516 -0.0006
C -3.750 0.991 -0.960 -0.0005
H -1.595 0.486 2.917 -0.0012
O 0.595 -1.030 1.738 0.0198
O 4.255 0.381 0.560 0.0089
N -3.336 0.068 1.021 0.0051
O -0.572 -3.072 3.013 -0.0002
C -4.502 1.611 -2.096 -0.0001
O 6.238 -2.466 4.009 0.0010
H -2.920 -5.304 -1.688 -0.0002
C -4.436 -1.345 2.701 0.0004
C -2.105 -4.638 -1.932 0.0018
C 3.197 -0.110 0.819 0.0167
C -2.374 0.731 -0.761 0.0038
Cl -2.630 -3.366 0.398 -0.0004
C 0.011 -2.947 -2.556 -0.0033
O 1.845 -1.562 -1.992 0.0129
C -0.367 -3.946 -3.444 0.0020
C -3.409 -0.484 2.337 0.0009
O -0.049 0.759 -1.024 0.0070
H -3.504 -1.925 5.902 0.0000
H 0.175 -4.079 -4.372 0.0001
H 2.623 -3.512 4.923 -0.0002
O 0.261 -3.420 4.966 0.0013
H 1.452 -2.015 -3.911 0.0006
O 2.057 0.144 0.186 0.0345
C 1.682 -1.504 2.316 0.0160
H -1.663 -0.432 5.226 0.0000
```